Here is C35H54CaCl2CsF5ILiN5O11PS2 as an isolated structure at a distorted geometry from OMol25. Energies are from ωB97M-V with the def2-TZVPD basis set.

Its gap between HOMO and LUMO is 2.78 eV. For the calculated total energy, the calculation gives -164010.0059 eV. The calculation puts the LUMO energy at -2.037 eV.

Structure (ORCA input):
```
! wB97M-V def2-TZVPD RIJCOSX def2/J DEFGRID3
* xyz 0 1
C 2.13391 1.58206 5.49027
C 1.45791 0.36917 4.73667
O 0.28088 0.22830 4.89455
N 2.12735 -0.62234 3.91211
C 3.02151 -0.07599 2.88197
C 2.36970 -0.10042 1.40730
C 2.26731 1.37116 0.70827
C 1.51180 2.30366 1.75367
P 0.75772 3.88901 1.06053
C 2.39983 4.63463 0.29179
C 3.76930 4.39700 0.68735
C 4.85274 5.10029 0.01437
N 4.77683 5.96295 -0.98726
C 3.48144 6.15242 -1.30082
C 2.33066 5.57111 -0.76940
O -0.79739 3.65140 1.83815
C -1.77980 3.28524 0.91848
C -2.59992 4.42411 0.28705
Cl -1.88481 5.42700 -0.99107
C -3.85281 4.69464 0.64545
C -4.71160 5.78099 0.02971
Cl -4.67928 3.74908 1.88911
C -1.01389 2.49206 -0.25385
F -0.85125 1.13267 0.28573
I -2.11618 2.11563 -2.13250
O 0.11970 3.16964 -0.43964
H 1.31714 2.27385 5.75247
H 2.62177 1.30562 6.43659
H 2.82270 2.19152 4.84518
H 1.38178 -1.17719 3.50796
H 3.41961 0.92560 3.16233
H 3.93733 -0.77850 2.83799
H 2.90026 -0.82055 0.75966
H 1.33237 -0.48289 1.46158
H 3.32877 1.66177 0.47064
H 1.75357 1.19860 -0.24769
H 0.79346 1.71782 2.35268
H 2.26427 2.66347 2.50716
H 1.18734 4.55291 2.27649
H 0.20508 5.17483 0.69682
H 3.99816 3.65591 1.52924
H 5.87545 4.89699 0.37678
H 3.31978 6.88662 -2.10518
H 1.35433 5.84755 -1.17601
H -2.36795 2.51887 1.44565
H -5.70148 5.30824 -0.20369
H -4.29314 6.21926 -0.88423
H -4.87145 6.58305 0.76623
C 0.85273 -4.61942 2.93914
N 2.03565 -4.16701 2.15541
O 2.45181 -3.04435 2.36834
O 2.50272 -4.95254 1.36040
H 0.54878 -3.81841 3.60511
H 0.06280 -4.85608 2.23119
H 1.15161 -5.49928 3.50227
F -6.34681 4.28660 -3.56795
C -6.12706 3.06673 -4.13445
C -6.28971 2.88895 -5.48888
C -6.05014 1.63244 -6.03035
C -5.66294 0.57640 -5.20812
C -5.50957 0.77646 -3.84597
C -5.74014 2.03615 -3.31389
H -6.59823 3.72030 -6.10899
H -6.16493 1.47497 -7.09416
H -5.48010 -0.40132 -5.63347
H -5.21141 -0.04101 -3.20247
H -5.62058 2.21740 -2.25632
Ca -0.61086 -0.02480 -1.92292
N -2.91748 2.16646 6.23116
S -2.00126 2.18543 7.52199
O -2.67114 2.35891 8.76986
O -0.71465 2.80231 7.38510
F -1.62303 0.64218 7.56509
S -3.54907 3.56709 5.91017
O -4.61743 3.48854 4.95761
O -2.65510 4.67087 5.75136
F -4.33592 3.93665 7.24290
C -0.37483 -6.71277 -4.98186
C -1.57843 -6.39789 -4.07446
C -2.11696 -7.70197 -3.46115
C -1.22835 -8.35047 -2.39488
C -0.36111 -7.34408 -1.63286
C -0.89138 -5.90118 -1.63716
N -1.06280 -5.46710 -3.03511
O -1.45009 -4.29065 -3.13672
C 0.19704 -5.04325 -0.98645
C -2.16039 -5.80454 -0.78708
C -2.67581 -5.83862 -4.96446
H -0.00092 -5.79941 -5.45008
H -0.65719 -7.40399 -5.77779
H 0.45122 -7.16736 -4.42670
H -3.09870 -7.50913 -3.01965
H -2.29962 -8.42634 -4.25598
H -1.86263 -8.89935 -1.69422
H -0.58055 -9.09888 -2.85599
H -0.22447 -7.68966 -0.60618
H 0.63969 -7.35226 -2.07401
H 1.10587 -5.03806 -1.59014
H 0.45597 -5.43921 -0.00519
H -0.12497 -4.00890 -0.85136
H -1.94874 -6.13217 0.23293
H -2.97500 -6.42347 -1.16438
H -2.52436 -4.77682 -0.72929
H -2.95981 -6.56940 -5.72467
H -2.34092 -4.93706 -5.49583
H -3.57599 -5.59734 -4.38993
Li -5.47691 3.56269 -1.41284
C 8.21056 1.60211 -0.88697
C 7.99893 2.39916 0.36836
O 6.95602 2.32849 0.99311
C 9.12316 3.28761 0.82252
H 7.32157 1.00905 -1.09509
H 8.38939 2.27440 -1.72733
H 9.06071 0.92995 -0.76129
H 9.34099 4.03170 0.05503
H 10.01257 2.68831 1.02206
H 8.83399 3.80212 1.73778
Cs 4.70329 2.46060 2.66917
F -1.30938 -3.33433 -5.92961
*
```

Here is C35H55BCrN10O4SSe as an isolated structure at a distorted geometry from OMol25. Energies are from ωB97M-V with the def2-TZVPD basis set.

Its gap between HOMO and LUMO (alpha / beta) is 6.78 / 6.49 eV. For the calculated total energy, the calculation gives -165563.4233 eV. The calculation puts the LUMO energy (alpha / beta) at 2.114 / 1.822 eV.

Structure (ORCA input):
```
! wB97M-V def2-TZVPD RIJCOSX def2/J DEFGRID3
* xyz -1 4
Cr -0.10041 0.49477 -1.22934
C 2.09765 3.82867 -1.93059
C 2.57390 3.59367 -0.51284
C 4.03232 3.10690 -0.52419
C 1.79650 2.70288 0.44109
C 2.00961 2.96785 1.79698
C 1.33149 2.01052 2.50693
C 1.36959 1.98201 4.01315
C 2.02126 0.73426 4.61095
C 0.01048 2.27750 4.64678
N 0.73496 1.20578 1.60506
N 1.00993 1.61956 0.33065
B -0.09597 -0.05181 1.88861
N -1.54567 0.00671 1.35786
N -1.81925 0.30514 0.05556
C -3.11419 0.01776 -0.16195
C -3.66322 -0.46821 1.03146
C -2.64901 -0.48313 1.95912
C -2.82374 -1.08461 3.32720
C -2.00586 -2.36920 3.50772
C -2.59893 -0.13907 4.51192
C -3.87512 0.05357 -1.45846
C -5.03966 -0.94003 -1.43401
C -4.41569 1.43810 -1.80755
N 0.57677 -1.24384 1.15322
N 0.22657 -1.37829 -0.15338
C 0.44109 -2.65128 -0.50334
C 0.98015 -3.33529 0.59962
C 1.04080 -2.41758 1.62676
C 1.65466 -2.57789 2.98293
C 1.41000 -3.98057 3.53680
C 3.15028 -2.25187 2.89397
C 0.02273 -3.27331 -1.79558
C 0.90094 -4.46705 -2.16149
C -1.44825 -3.69429 -1.67590
H 2.67460 4.64523 -2.37166
H 2.24800 2.94832 -2.54221
H 1.04768 4.11091 -1.94022
H 2.55222 4.56984 -0.02002
H 4.10163 2.13670 -1.02267
H 4.66856 3.81765 -1.05623
H 4.40890 2.99702 0.49306
H 2.57359 3.78931 2.20715
H 2.02389 2.81969 4.26811
H 1.36669 -0.13085 4.53519
H 2.95723 0.50827 4.09838
H 2.23885 0.90555 5.66734
H -0.68532 1.46438 4.46837
H 0.12073 2.41698 5.72467
H -0.41281 3.18676 4.21852
H -0.12039 -0.24453 3.06267
H -4.68127 -0.77620 1.19587
H -3.87784 -1.36989 3.35374
H -0.94279 -2.14242 3.59036
H -2.32258 -2.88296 4.41866
H -2.14849 -3.03961 2.65862
H -1.54934 -0.12345 4.80118
H -2.91850 0.87617 4.27631
H -3.17155 -0.48939 5.37319
H -3.20722 -0.24390 -2.25336
H -5.84746 -0.58274 -0.78799
H -5.43185 -1.04645 -2.44520
H -4.71907 -1.92440 -1.08927
H -5.08210 1.81212 -1.02473
H -3.59969 2.13109 -1.93701
H -4.96067 1.37957 -2.75140
H 1.27912 -4.36869 0.63099
H 1.19325 -1.85601 3.65806
H 1.89047 -4.73969 2.91828
H 1.80263 -4.06511 4.55154
H 0.33880 -4.18418 3.56149
H 3.66270 -2.98312 2.26607
H 3.29686 -1.26471 2.45300
H 3.60542 -2.25877 3.88707
H 0.09749 -2.53566 -2.58174
H 0.75396 -5.28939 -1.45578
H 0.63742 -4.81883 -3.15876
H 1.95749 -4.18997 -2.16356
H -1.54337 -4.55941 -1.01133
H -2.04454 -2.87220 -1.27747
H -1.83852 -3.94114 -2.66222
C 0.49166 2.43608 -4.98687
C 0.60291 1.66827 -3.71638
N -0.18382 1.94945 -2.70534
N -1.03513 2.93979 -2.96106
C -1.61785 3.68044 -2.03216
N -2.50190 4.58275 -2.58360
S -1.32719 3.76388 -0.36770
C 1.64389 0.70498 -3.43746
C 2.67621 0.36710 -4.31780
C 3.69752 -0.44141 -3.88447
C 3.70279 -0.88490 -2.56083
C 2.65122 -0.52662 -1.75366
N 1.63250 0.22819 -2.17641
H 0.60197 3.50357 -4.78591
H -0.51411 2.25945 -5.37042
H 1.22690 2.12009 -5.72296
H -2.79816 4.33641 -3.51806
H -3.21602 4.91557 -1.95950
H 2.63990 0.71856 -5.33619
H 4.49938 -0.72417 -4.55381
H 4.49837 -1.50513 -2.17426
H 2.61899 -0.84338 -0.71764
O -2.25704 -2.18866 -4.16353
Se -1.32713 -0.87858 -4.11244
O 0.13984 -1.14935 -4.73697
O -1.07800 -0.57490 -2.45062
O -2.05721 0.41233 -4.73471
*
```

Here is C35H55N11O4PSn as an isolated structure from OMol25. Energies are from ωB97M-V with the def2-TZVPD basis set.

Its gap between HOMO and LUMO (alpha / beta) is 5.80 / 5.97 eV. The value obtained for the energy above the lowest of the compared OMol25 structures with the same formula, charge and spin is 8.4 kcal per mole. For the calculated total energy, the calculation gives -76886.8842 eV. The calculation puts the LUMO energy (alpha / beta) at -3.160 / -3.080 eV.

Structure (ORCA input):
```
! wB97M-V def2-TZVPD RIJCOSX def2/J DEFGRID3
* xyz 1 1
Sn -0.12405 -0.70760 0.16229
C -5.10670 0.29355 -3.32511
C -4.52520 -0.87757 -3.79503
C -3.19769 -1.16375 -3.51795
C -2.42020 -0.28447 -2.75524
C -3.01917 0.88512 -2.28000
C -4.34436 1.17370 -2.57066
N -1.09978 -0.59338 -2.40196
C -0.20078 -0.81760 -3.33183
C -0.40240 -0.52841 -4.73411
C 0.57327 -0.73148 -5.64967
C 1.85492 -1.23913 -5.27184
C 2.10324 -1.52836 -3.97421
C 1.10426 -1.33514 -2.96960
N 1.30751 -1.66986 -1.68162
N 2.37392 -2.34480 -1.41594
C 2.63093 -2.55160 -0.08129
C 3.72602 -3.36999 0.23869
C 4.09598 -3.51074 1.55412
C 3.37350 -2.83746 2.54232
C 2.28364 -2.08994 2.15465
N 1.90246 -1.96222 0.87828
H -6.14054 0.51822 -3.54985
H -5.10812 -1.57318 -4.38540
H -2.74356 -2.07748 -3.88579
H -2.42290 1.56517 -1.68742
H -4.78738 2.09224 -2.20530
H -1.35639 -0.12122 -5.03926
H 0.38962 -0.48525 -6.68830
H 2.62410 -1.36555 -6.02115
H 3.06439 -1.90021 -3.65303
H 4.24947 -3.86241 -0.56820
H 4.94426 -4.12719 1.82152
H 3.65935 -2.89408 3.58340
H 1.68191 -1.54291 2.87250
C -2.19286 -2.31488 2.66005
C -2.87953 -1.00147 2.30440
N -2.87502 -0.73701 0.86707
C -3.66437 -1.65853 0.05060
C -2.93047 -2.94708 -0.34290
N -1.48771 -2.77560 -0.56295
C -0.65689 -3.86313 -0.04195
C -0.62693 -3.83418 1.50287
N -0.88546 -2.48847 2.01537
H -2.09459 -2.35114 3.74862
H -2.84345 -3.14109 2.37553
H -3.90154 -1.03229 2.70707
H -2.34810 -0.18385 2.79111
H -3.25862 0.19111 0.72672
H -4.60846 -1.93372 0.54128
H -3.91230 -1.12587 -0.86160
H -3.05577 -3.70805 0.42692
H -3.42070 -3.32469 -1.24324
H -1.30506 -2.65882 -1.55399
H -0.98613 -4.84787 -0.39122
H 0.35278 -3.69963 -0.41971
H -1.36162 -4.54004 1.89784
H 0.35111 -4.18736 1.83449
H -0.17493 -2.16609 2.66167
C 0.70480 -2.67538 5.67409
C 0.31023 -1.25573 5.44341
N 0.01480 -0.70945 4.28420
C -0.32404 0.59951 4.55467
C -0.23356 0.83966 5.88873
N 0.17175 -0.35150 6.44528
H 1.18396 -3.07977 4.78425
H -0.16924 -3.28967 5.90014
H 1.39716 -2.75881 6.51158
H -0.58205 1.28410 3.76431
H -0.41498 1.71947 6.47957
H 0.34272 -0.51538 7.42239
C 0.96054 3.21773 -4.84438
C -0.22825 3.27861 -3.90933
O 0.19060 3.57332 -2.56879
P 0.30234 2.38968 -1.44726
O 1.87032 2.30997 -1.13356
C 2.73020 3.45823 -1.00217
C 3.83000 3.38216 -2.03779
O -0.15082 3.35250 -0.17619
C -1.48274 3.87471 -0.16052
C -1.47441 5.24328 0.48535
H 0.62329 3.03199 -5.86508
H 1.63345 2.40925 -4.55203
H 1.50774 4.16054 -4.82079
H -0.78017 2.33544 -3.92731
H -0.91132 4.07760 -4.19984
H 3.14677 3.42488 0.00655
H 2.14893 4.37378 -1.11316
H 4.35870 2.43225 -1.95618
H 4.54033 4.19575 -1.88613
H 3.41435 3.46284 -3.04186
H -2.12533 3.18694 0.40058
H -1.86707 3.95414 -1.18069
H -1.07958 5.19291 1.50121
H -2.49021 5.63730 0.53139
H -0.85848 5.92797 -0.09657
C 4.03836 1.05411 2.78485
N 3.11926 2.17231 2.75137
C 1.85937 2.08091 2.25165
N 1.07537 3.19846 2.40198
O 1.42482 1.06612 1.71151
H 5.03275 1.38093 2.48350
H 3.68462 0.30303 2.08618
H 4.09978 0.61373 3.78273
H 3.37671 3.00413 3.25341
H 1.53355 4.07498 2.59341
H 0.36781 3.25518 1.67926
*
```

Here is C35H55N8P3Ti as an isolated structure from OMol25. Energies are from ωB97M-V with the def2-TZVPD basis set.

Its gap between HOMO and LUMO is 6.73 eV. The value obtained for the energy above the lowest of the compared OMol25 structures with the same formula, charge and spin is 0.0 kcal per mole. For the calculated total energy, the calculation gives -100056.9732 eV. The calculation puts the LUMO energy at -12.225 eV.

Structure (ORCA input):
```
! wB97M-V def2-TZVPD RIJCOSX def2/J DEFGRID3
* xyz 4 1
Ti -0.21990 -0.17501 -0.36462
C 0.36666 3.10150 3.34052
N -0.86253 2.31930 3.14369
C -1.93632 2.43653 4.15552
C -2.87692 1.29562 3.77047
N -2.42043 0.92090 2.41202
C -3.45564 0.79716 1.37936
C -1.23371 1.51933 2.15736
N -0.53797 1.25095 1.01702
C 0.13786 2.34785 0.28887
C -0.77664 2.65947 -0.86837
N -1.00254 1.39769 -1.61411
C -1.87399 1.47612 -2.65654
N -2.96535 2.21158 -2.76492
C -3.66823 3.06913 -1.79018
C -3.59577 2.05351 -4.10298
C -2.91667 0.79264 -4.60007
N -1.64914 0.73858 -3.81751
C -0.49992 1.29001 -4.59353
H 0.57451 3.14390 4.40540
H 0.22934 4.12446 2.98500
H 1.22219 2.64110 2.85505
H -2.39416 3.42252 4.10300
H -1.51425 2.31032 5.14693
H -3.91653 1.60598 3.74563
H -2.79243 0.44523 4.44150
H -3.00445 0.72173 0.39900
H -4.06458 -0.08432 1.55844
H -4.10988 1.67051 1.39326
H 1.13301 2.04183 -0.05585
H 0.26368 3.23596 0.88773
H -0.34846 3.42533 -1.51723
H -1.69058 3.04779 -0.44108
H -3.96628 2.50436 -0.90871
H -4.56687 3.43822 -2.27105
H -3.07876 3.93376 -1.50696
H -3.41234 2.94183 -4.70846
H -4.66930 1.93056 -3.98928
H -2.71132 0.80525 -5.66487
H -3.52219 -0.08526 -4.38186
H -0.35967 0.68603 -5.48737
H -0.67904 2.32276 -4.90638
H 0.40647 1.25340 -4.00098
N 0.37756 -1.28415 2.58735
P 1.53006 -0.63645 1.49634
C 2.67347 -2.00396 1.27547
C 2.18998 -3.11162 0.56827
C 2.97270 -4.24147 0.41780
C 4.25457 -4.26223 0.96565
C 4.73692 -3.16813 1.67131
C 3.94765 -2.03255 1.83499
C 2.38196 0.61097 2.45742
C 3.24615 1.48917 1.79272
C 4.01404 2.39186 2.51292
C 3.92884 2.41483 3.90141
C 3.06717 1.55003 4.56376
C 2.27972 0.65792 3.84823
C -0.75428 -1.90292 2.13811
C -1.43150 -2.80784 2.95906
C -2.58203 -3.39829 2.50976
C -3.07605 -3.06587 1.23465
C -2.36997 -2.18749 0.48460
N -1.19488 -1.60552 0.89282
H 0.75279 -1.67740 3.43765
H 1.18732 -3.08630 0.16280
H 2.60160 -5.11121 -0.11337
H 4.87341 -5.14380 0.84971
H 5.73147 -3.19792 2.10141
H 4.33267 -1.18275 2.38929
H 3.33102 1.46772 0.71276
H 4.68865 3.06567 1.99878
H 4.54047 3.10744 4.46861
H 3.01140 1.56409 5.64642
H 1.61019 0.00034 4.39037
H -1.03094 -3.03678 3.93965
H -3.10881 -4.11089 3.13430
H -3.99372 -3.49445 0.85259
H -2.74604 -1.88648 -0.47791
C 2.35079 1.48472 -2.52851
P 2.02562 -0.17444 -1.83658
C 3.71171 -0.62254 -1.30053
C 1.82184 -1.39790 -3.20194
C 0.39625 -1.76659 -3.59852
P -0.67981 -2.08656 -2.16020
C -0.25807 -3.80587 -1.72041
C -2.36058 -2.25961 -2.86201
H 2.83238 1.36815 -3.49845
H 3.05000 1.99363 -1.86456
H 1.46298 2.10161 -2.63198
H 4.35774 -0.37666 -2.14463
H 3.79561 -1.68246 -1.08035
H 4.04719 -0.05782 -0.43465
H 2.35420 -2.28043 -2.84679
H 2.37788 -1.02768 -4.06325
H 0.39760 -2.66962 -4.20971
H -0.07513 -0.98592 -4.17756
H -0.68930 -4.43870 -2.49451
H -0.66553 -4.10392 -0.75507
H 0.82105 -3.95250 -1.71352
H -2.26391 -2.40820 -3.93588
H -2.97924 -1.38623 -2.68429
H -2.84577 -3.13417 -2.43467
*
```